{
  "formula": "C5H9N2O2",
  "method": "ωB97M-V/def2-TZVPD",
  "symbols": ["O", "O", "N", "N", "C", "C", "C", "C", "C", "H", "H", "H", "H", "H", "H", "H", "H", "H"],
  "positions_angstrom": [[2.06065, 1.74087, -0.43799], [2.37993, -0.40081, -0.18343], [-2.02968, -0.87958, -0.71349], [0.27076, 0.41772, 0.00272], [2.04037, -1.74743, 0.42280], [-1.94307, 1.33491, 0.25196], [1.53949, 0.60862, -0.06885], [-0.58161, 1.32930, 0.40955], [-2.61432, 0.17349, -0.18948], [2.91630, 1.68045, -0.73918], [1.63496, -2.34844, -0.37148], [2.97066, -2.20376, 0.60605], [-2.62307, 2.14093, 0.52016], [-1.05755, -0.77962, -0.69976], [-2.62120, -1.72216, -0.68343], [-0.15240, 2.22866, 0.90264], [-3.69816, 0.15573, -0.31281], [1.50795, -1.72887, 1.28401]],
  "e_homo_ha": -0.49090,
  "relative_energy_kcal_mol": 59.52,
  "smiles": "CO/C(O)=N/C=C\\C=[NH2+]",
  "total_charge": 1,
  "multiplicity": 1
}

---

{
  "formula": "CH3NOP2S",
  "method": "ωB97M-V/def2-TZVPD",
  "symbols": ["S", "P", "P", "O", "N", "C", "H", "H", "H"],
  "positions_angstrom": [[-1.20449, 0.97695, -0.87451], [1.01017, -0.53623, 1.22884], [0.35244, -0.21698, -2.03889], [1.05613, -1.06679, -0.96498], [-1.52174, 0.27800, 0.47945], [-0.76665, -0.33398, 1.28798], [1.00392, 0.79023, 1.05373], [-1.24509, -0.61224, 2.19519], [1.31530, 0.72104, -2.36680]],
  "e_homo_ha": [-0.31159, -0.31160],
  "relative_energy_kcal_mol": 79.07,
  "total_charge": 0,
  "multiplicity": 1
}

---

{
  "formula": "C4H4ClNOS",
  "method": "ωB97M-V/def2-TZVPD",
  "symbols": ["Cl", "S", "O", "N", "C", "C", "C", "C", "H", "H", "H", "H"],
  "positions_angstrom": [[-3.12132, -0.12685, -0.07341], [2.00135, -1.57557, -0.23386], [1.13243, 1.82000, -0.92788], [1.45620, 1.80202, 0.38510], [-0.54757, -0.77832, 0.04592], [1.28147, 0.71028, 0.96596], [0.85402, -0.55042, 0.28115], [-1.46196, 0.17774, 0.20216], [1.57492, 0.71592, 2.02644], [-1.28153, 1.22040, 0.35532], [1.60822, 2.60082, -1.22224], [-0.86945, -1.70136, -0.41363]],
  "e_homo_ha": -0.32928,
  "relative_energy_kcal_mol": 61.18,
  "smiles": "O/N=C\\C(=S)/C=C/Cl",
  "total_charge": 0,
  "multiplicity": 1
}

---

{
  "formula": "H4S4",
  "method": "ωB97M-V/def2-TZVPD",
  "symbols": ["S", "S", "S", "S", "H", "H", "H", "H"],
  "positions_angstrom": [[1.93229, 1.88645, -0.97063], [-1.67855, -2.29515, 0.16066], [-2.12321, -0.38621, -0.57341], [2.04980, 0.49119, 0.64150], [3.20805, 1.60243, -1.20557], [-3.44926, -0.47361, -0.62278], [0.98631, 0.95284, 1.36998], [-0.92542, -1.77794, 1.20025]],
  "e_homo_ha": -0.32063,
  "relative_energy_kcal_mol": 9.92,
  "smiles": "SS.SS",
  "total_charge": 0,
  "multiplicity": 1
}

---

{
  "formula": "C4H6S2",
  "method": "ωB97M-V/def2-TZVPD",
  "symbols": ["S", "S", "C", "C", "C", "C", "H", "H", "H", "H", "H", "H"],
  "positions_angstrom": [[1.12997, 0.44097, 0.39178], [0.65994, -0.39261, 2.22143], [0.45727, -0.74858, -0.72837], [-2.05451, -0.60873, 2.07559], [-0.37652, -0.45243, -1.75881], [-0.97469, 0.21902, 2.34233], [-0.73543, -1.20997, -2.44917], [-3.08597, -0.29944, 2.29312], [0.73392, -1.77282, -0.59386], [-0.64487, 0.57671, -1.98662], [-1.10371, 1.24743, 2.67608], [-1.86286, -1.60112, 1.68564]],
  "e_homo_ha": -0.32471,
  "relative_energy_kcal_mol": 25.12,
  "smiles": "C=CSSC=C",
  "total_charge": 0,
  "multiplicity": 1
}

---

{
  "formula": "C19H43AgN5O13S2",
  "method": "ωB97M-V/def2-TZVPD",
  "symbols": ["Ag", "S", "S", "O", "O", "O", "O", "O", "O", "O", "O", "O", "O", "O", "O", "O", "N", "N", "N", "N", "N", "C", "C", "C", "C", "C", "C", "C", "C", "C", "C", "C", "C", "C", "C", "C", "C", "C", "C", "C", "H", "H", "H", "H", "H", "H", "H", "H", "H", "H", "H", "H", "H", "H", "H", "H", "H", "H", "H", "H", "H", "H", "H", "H", "H", "H", "H", "H", "H", "H", "H", "H", "H", "H", "H", "H", "H", "H", "H", "H", "H", "H", "H"],
  "positions_angstrom": [[-19.86060, 3.81234, -23.15711], [-25.11664, 4.77400, -20.40329], [-22.20179, 1.06234, -20.81968], [-21.62399, -0.05162, -19.85394], [-25.59392, 3.71302, -21.49249], [-21.40069, 2.56644, -24.45623], [-25.88393, 5.94921, -20.57019], [-17.90929, 2.09284, -22.77728], [-21.11735, 1.76468, -21.39865], [-19.42038, 4.71609, -21.07706], [-18.53624, 4.35625, -25.14377], [-23.66169, 4.96589, -20.97030], [-23.22570, 1.77976, -20.19396], [-25.01414, 4.18102, -19.13000], [-20.84130, 5.85549, -23.89672], [-22.83973, 0.07068, -21.89125], [-22.10618, 1.10997, -26.02613], [-20.83529, 6.92555, -25.87666], [-18.56939, 3.93543, -19.14200], [-17.05631, 5.11969, -26.65218], [-16.62122, 0.44362, -21.95577], [-22.29186, -1.23875, -21.72353], [-20.54779, 6.84390, -24.55755], [-24.65156, 3.53213, -22.54714], [-21.56209, 5.89397, -26.56143], [-18.57083, 3.31156, -27.28239], [-23.12200, 1.98931, -26.58047], [-20.80058, 4.89245, -19.15215], [-16.43816, 6.06827, -25.73438], [-17.63992, -0.15943, -21.11770], [-21.33720, 1.45307, -24.97466], [-19.86992, 8.04631, -23.96657], [-16.83419, 1.52082, -22.74850], [-19.53621, 4.52149, -19.86926], [-15.64405, 2.00810, -23.54016], [-23.62800, 4.65826, -22.37267], [-18.05865, 4.31164, -26.26554], [-22.07270, -1.36724, -20.23323], [-17.38334, 3.35232, -19.75288], [-20.33460, 0.44717, -24.51879], [-25.18442, 3.67816, -23.48621], [-18.09956, 3.39251, -28.26032], [-17.35574, -0.11089, -20.06463], [-21.26157, -2.06483, -20.04353], [-20.63228, -0.58767, -24.71289], [-21.61539, 4.35288, -19.63025], [-17.21186, 6.61571, -25.20136], [-24.22555, 2.53300, -22.49337], [-17.61884, 2.41727, -20.25821], [-15.71202, 0.01566, -21.92831], [-20.21220, 0.53596, -23.44072], [-16.75145, 5.11943, -27.60871], [-16.63468, 3.20497, -18.97637], [-21.96153, 0.22437, -26.47618], [-16.95376, 4.04229, -20.47724], [-17.82541, -1.19639, -21.39855], [-22.60289, 4.39488, -22.59899], [-19.64791, 3.43032, -27.38379], [-14.71743, 1.80000, -23.00064], [-20.78111, 4.67986, -18.08274], [-21.28814, 5.85395, -27.61710], [-15.85403, 5.52747, -24.98739], [-22.98377, -1.96558, -22.13906], [-23.75490, 1.43906, -27.27092], [-22.97342, -1.60854, -19.67395], [-15.57519, 1.52860, -24.51601], [-23.94306, 5.53393, -22.94180], [-18.37424, 2.32430, -26.86283], [-15.78085, 6.73039, -26.28573], [-19.88182, 7.98943, -22.88104], [-23.72155, 2.42269, -25.78379], [-22.67341, 2.80406, -27.15725], [-20.58109, 7.76378, -26.36880], [-20.37793, 8.97196, -24.24227], [-18.75086, 3.75870, -18.17023], [-15.73720, 3.08164, -23.67774], [-22.64331, 6.05831, -26.52651], [-19.38335, 0.63059, -25.01604], [-20.97490, 5.96341, -19.25026], [-18.57200, 0.39850, -21.20977], [-21.33554, -1.31720, -22.24808], [-18.82894, 8.11580, -24.28415], [-21.33412, 4.92481, -26.11803]],
  "e_homo_ha": -0.41567,
  "total_charge": 1,
  "multiplicity": 1
}

---

{
  "formula": "CH2N4O",
  "method": "ωB97M-V/def2-TZVPD",
  "symbols": ["O", "N", "N", "N", "N", "C", "H", "H"],
  "positions_angstrom": [[2.02398, -0.16033, -0.33914], [0.92138, -0.99365, -0.37671], [-1.35764, -0.32105, 0.19331], [0.41853, 1.09615, 0.20545], [1.65302, 1.08425, 0.01446], [-0.03736, -0.19255, -0.02410], [-1.91551, -1.13566, -0.00556], [-1.70639, 0.62283, 0.33229]],
  "e_homo_ha": -0.36456,
  "relative_energy_kcal_mol": 39.88,
  "smiles": "Nc1nnon1",
  "total_charge": 0,
  "multiplicity": 1
}

---

{
  "formula": "FH3N2O",
  "method": "ωB97M-V/def2-TZVPD",
  "symbols": ["F", "O", "N", "N", "H", "H", "H"],
  "positions_angstrom": [[2.72217, 2.09386, 0.04189], [1.82062, 0.58870, 0.05360], [1.79870, 0.02327, 1.00054], [-1.58501, -0.83074, -0.05032], [-2.26985, -0.02958, -0.30950], [-1.78119, -1.52932, -0.79864], [-0.70544, -0.31618, 0.06242]],
  "e_homo_ha": [-0.38370, -0.38364],
  "relative_energy_kcal_mol": 55.67,
  "total_charge": 0,
  "multiplicity": 1
}